ORCA calculation (ωB97M-V/def2-TZVPD) on a single C4H8N2O molecule in a non-equilibrium geometry.

ORCA input file:
```
! RIJCOSX wB97M-V def2-TZVPD def2/J DEFGRID3
* xyz 0 1
N 0.843 0.259 -1.873
C 0.183 0.873 -0.834
O 0.841 1.555 -0.049
C -1.198 0.471 -0.466
N -1.027 -0.558 0.874
C 0.061 -0.140 1.745
C 0.194 -1.416 0.998
H 1.779 0.631 -1.977
H 0.355 0.086 -2.737
H -1.752 1.303 -0.019
H -1.778 0.022 -1.293
H 0.624 0.698 1.222
H -0.099 0.031 2.815
H 0.894 -1.395 0.163
H 0.079 -2.420 1.431
*
```

## Properties
M	100.121	g/mol
relative energy (zero: lowest compared OMol25 entry of this formula, charge and spin)	73.3	kcal per mole
F_max	0.0467	Eh/bohr
Kohn-Sham gap	9.8	eV
E_tot	-9303.2145	eV

natural (NBO) atomic charge list, values in e, 4 entries: N -0.82; C 0.63; O -0.61; C -0.33